The following is a quantum chemistry calculation of a molecular structure, C27H33Br3N4O10 at a distorted geometry, from OMol25.

Geometry as XYZ:
```
77
Properties=species:S:1:pos:R:3:forces:R:3
C -0.3732 -0.2024 -0.1795 0.38 -1.53 -0.39
Br 1.2792 0.0094 -1.3293 -1.42 0.02 1.24
Br -0.2193 -1.8859 0.9394 0.05 1.34 -0.68
Br -1.9396 -0.4114 -1.2998 0.47 0.40 0.09
H -0.5876 0.6349 0.4846 0.67 -0.07 -0.18
C 0.7921 2.6054 4.6025 -0.43 -0.03 1.50
C 1.2090 2.3819 5.9363 -0.68 -1.68 -0.62
C 0.8672 1.1510 6.6027 1.11 3.19 -0.13
C 0.1617 0.2310 5.9140 -1.79 -1.46 -1.70
C -0.3881 0.4933 4.6398 1.21 2.31 -1.56
C -0.0872 1.7115 3.9550 0.66 -1.03 2.91
O -0.5288 2.0071 2.7180 0.25 0.41 -1.36
O 1.2199 1.0240 7.9322 -0.03 -0.33 -1.01
H 1.0246 3.5746 4.1866 -0.05 -0.11 -0.32
H 1.8069 3.1089 6.4659 -0.01 0.07 -0.03
H -0.0664 -0.7465 6.3126 -0.01 -0.11 0.42
H -0.9180 -0.1371 3.9411 -0.30 -0.99 0.80
H -1.4441 1.8069 2.5088 -0.14 -0.22 0.58
H 1.0006 0.1124 8.1381 0.04 -0.15 0.56
C 2.6831 -0.9517 3.3343 0.75 -2.54 2.52
C 2.5143 0.0132 2.4504 0.45 3.53 -1.91
C 3.6581 0.6116 1.9289 1.01 -0.38 -1.53
C 4.9045 0.0960 2.2266 0.71 0.06 -1.45
C 5.0763 -1.0864 2.9143 -0.73 0.28 1.55
C 3.9635 -1.5124 3.5981 -1.62 -0.93 0.36
O 4.0958 -2.6383 4.4009 0.55 -0.10 -0.43
O 3.5379 1.5185 0.8607 -0.89 -0.22 0.95
H 1.8197 -1.2951 3.8848 -0.02 -0.38 0.04
H 1.5909 0.5089 2.1898 -0.44 -0.42 0.14
H 5.7577 0.5036 1.7048 0.16 0.21 -0.07
H 5.9961 -1.6162 3.1133 0.25 0.31 -0.27
H 3.6190 -2.6661 5.2337 -0.33 0.57 -0.22
H 4.3725 1.8661 0.5379 0.29 -0.17 0.29
C 0.3873 -3.9656 -5.8500 -1.56 1.08 -2.75
C -0.6888 -3.1402 -5.6331 0.08 0.36 -0.61
C -0.9283 -2.6684 -4.3860 0.25 -0.65 1.56
C -0.0795 -3.1393 -3.3263 -1.40 -0.03 -0.36
C 0.8556 -4.1477 -3.5531 -0.23 1.54 0.48
C 1.1159 -4.4711 -4.8632 0.45 -1.25 0.83
O 1.9828 -5.4459 -5.1161 2.05 -1.51 0.51
O -2.0544 -1.8755 -4.2780 0.31 0.19 0.38
H 0.5580 -4.2414 -6.8801 0.24 -0.33 -0.09
H -1.3678 -2.8701 -6.4284 0.10 0.10 -0.12
H -0.2852 -2.8833 -2.2975 -0.11 0.26 0.08
H 1.3920 -4.5910 -2.7273 0.07 -0.07 -0.05
H 2.0717 -5.7093 -6.0350 -0.32 0.35 -0.11
H -2.5795 -2.1247 -3.5140 0.16 -0.06 0.16
C -5.5057 1.4509 -0.7887 2.19 2.83 -0.70
C -6.2722 2.5091 -1.2192 -2.55 -1.13 -0.36
C -7.6500 2.2072 -1.4127 0.70 0.44 0.06
C -8.1793 0.9330 -1.1593 1.17 -0.77 1.02
C -7.3412 -0.0636 -0.6278 2.02 0.93 -0.75
C -5.9231 0.2080 -0.5808 -2.80 -2.39 0.82
O -5.0349 -0.7166 -0.0709 -0.22 -0.50 0.83
O -8.4400 3.2249 -1.8567 -0.03 0.52 -0.29
H -4.4701 1.7070 -0.6202 0.34 -0.37 0.06
H -5.8544 3.4830 -1.4272 -0.19 0.02 0.10
H -9.2163 0.6580 -1.2835 -0.21 0.49 -0.08
H -7.6805 -1.0223 -0.2641 -0.22 -0.07 -0.27
H -4.4781 -1.1840 -0.6979 -0.30 0.28 -0.34
H -9.3368 3.1780 -1.5174 -0.03 -0.30 0.01
C 1.8646 4.4053 0.6803 -0.97 6.05 2.04
O 1.7529 5.6163 0.3838 0.62 -1.37 0.02
N 2.2431 3.9645 1.8465 2.32 -2.06 4.48
N 1.3439 3.4618 -0.0189 -1.22 -2.26 -4.00
H 2.4722 2.9836 1.9202 -0.20 0.11 -0.15
H 2.3850 4.3874 2.7526 -0.01 1.06 -0.97
H 1.3224 3.8904 -0.9332 -0.45 -1.20 -0.85
H 1.6895 2.5276 0.1480 -0.06 -0.03 -0.63
C 3.2098 -0.4883 -5.2681 1.34 3.69 0.01
O 3.8393 0.5273 -5.6708 -1.37 -2.66 0.49
N 3.5347 -1.7477 -5.2386 4.25 -4.29 -1.00
N 2.0444 -0.5101 -4.6483 -4.28 3.10 1.49
H 4.5201 -1.9581 -5.1697 -0.04 -0.17 -0.42
H 2.9290 -2.4166 -4.7850 0.17 0.15 -0.32
H 1.8802 -1.1420 -3.8776 -0.07 0.12 -0.36
H 1.5736 0.3785 -4.5544 -0.08 -0.07 0.03
```
Forces are in eV/Å.

Output
Total charge: 0
HOMO-LUMO gap, eV: 7.562
Calculated total energy, eV: -265094.051